# 1
A cluster of 2 separate species, C5H10N4O2 in total, computed with ωB97M-V/def2-TZVPD.

Structure (XYZ):
```
21
Properties=species:S:1:pos:R:3:forces:R:3:nbo_charge:R:1
C -1.154 0.472 0.412 -1.347 1.617 1.264 0.212
C -0.965 1.908 0.193 0.696 0.428 1.741 -0.652
C 1.758 0.021 1.343 1.204 0.235 1.681 -0.712
C -1.120 -0.355 -0.709 0.984 1.408 -3.407 -0.117
C 1.609 0.063 -0.054 0.100 0.057 -2.597 0.231
N -1.300 0.170 1.602 -0.461 -2.288 3.387 -0.608
N 1.732 0.659 -2.364 -0.005 0.195 -2.246 -0.638
N 1.782 0.264 -1.188 -0.541 -0.836 1.214 0.000
N -0.986 -1.630 -0.730 -1.879 -1.938 0.007 0.399
O -0.758 -2.411 -1.644 0.561 0.137 -0.436 -0.446
O -1.483 -2.287 0.451 -0.309 5.611 0.929 -0.573
H -1.599 2.361 -0.467 -1.974 0.978 -1.918 0.224
H -0.965 2.504 1.121 -0.079 -0.649 -0.287 0.237
H -0.023 1.961 -0.237 2.147 0.721 -1.009 0.219
H 2.859 0.306 1.489 -1.475 -0.578 0.673 0.245
H 1.070 0.834 1.726 0.855 -1.241 0.251 0.277
H 1.505 -1.026 1.714 0.341 1.598 -0.056 0.260
H -0.936 0.299 -1.632 -0.017 -2.085 0.766 0.252
H -1.360 -3.163 0.341 1.020 -4.795 -1.298 0.485
H -1.409 -0.854 1.719 0.019 0.895 0.096 0.352
H 1.743 -0.099 -3.086 0.158 0.530 1.246 0.353
```
Positions in Å, forces in eV/Å.

HOMO-LUMO gap (spin up / spin down)   7.96 / 7.96 eV
Energy relative to the best compared isomer or geometry (same formula, charge and spin)   717.2 kJ/mol
Spin multiplicity   1
F_max   0.1108 Eh/bohr
LUMO level (spin up / spin down)   -0.155 / -0.155 eV
Calculated total energy   -565.741538 Ha

# 2
A structure of composition C4H9O6S3, computed with ωB97M-V/def2-TZVPD.

Structure (XYZ):
```
22
Properties=species:S:1:pos:R:3:forces:R:3:nbo_charge:R:1
C -1.396 -2.051 -1.233 0.563 -0.119 -0.820 -0.627
C -0.558 -1.897 0.058 1.899 -1.150 1.149 -0.401
C -0.898 -0.625 0.928 3.212 -0.723 -0.767 -0.432
C -0.846 0.617 0.037 2.710 -0.190 0.253 -0.659
O 3.119 1.934 0.150 -2.161 -0.111 0.564 -0.914
O 2.723 -0.122 1.355 -0.708 0.558 0.100 -0.960
O 1.045 1.692 1.625 0.919 -0.015 1.193 -0.916
O -1.314 1.888 2.289 -0.257 -0.372 0.972 -0.988
O 0.822 2.760 -1.040 0.549 0.455 0.141 -1.016
O 2.297 1.204 -2.099 0.280 0.051 -0.761 -0.993
S 1.985 0.873 0.565 3.266 -2.090 0.140 1.719
S -0.437 2.091 1.143 -2.425 0.898 -1.684 1.558
S 2.216 2.498 -1.430 0.304 0.369 -1.405 1.683
H -2.310 -2.648 -1.184 0.154 -0.173 0.667 0.195
H -1.750 -1.091 -1.550 -0.097 0.721 -0.364 0.202
H -0.859 -2.464 -2.123 -0.023 0.270 0.897 0.211
H -0.740 -2.890 0.655 0.645 1.892 -0.697 0.192
H 0.619 -1.788 -0.109 -2.561 -0.607 -0.151 0.224
H -0.181 -0.497 1.823 -0.731 -0.486 -1.553 0.229
H -1.787 -0.823 1.389 -2.796 0.139 1.039 0.202
H -0.002 0.572 -0.757 -1.616 -0.103 1.349 0.273
H -1.748 0.766 -0.491 -1.126 0.786 -0.263 0.218
```
Positions in Å, forces in eV/Å.

HOMO-LUMO gap   8.77 eV
Energy relative to the best compared isomer or geometry (same formula, charge and spin)   0.0 kJ/mol
Spin multiplicity   1
F_max   0.0755 Eh/bohr
Net charge   -1
LUMO level   3.324 eV
Calculated total energy   -1803.807829 Ha